The following is a DFT calculation (the ωB97M-V functional and the def2-TZVPD basis) of a 2-piece molecular cluster, C7H20O3Si2 overall in a non-equilibrium geometry.

```
! wB97M-V def2-TZVPD RIJCOSX def2/J DEFGRID3
* xyz 0 1
C 2.00 -0.09 3.25
C 1.88 -0.16 -2.84
C -3.18 2.52 -1.81
C -1.54 -2.60 0.72
C 0.94 -1.16 3.74
C 2.35 0.58 -1.50
C -2.56 1.15 -1.71
O 0.15 -1.69 2.77
O 1.50 1.44 -0.98
O -1.18 1.12 -1.64
Si 0.10 -1.57 1.10
Si -0.07 1.35 -0.47
H 1.95 0.71 3.90
H 3.03 -0.46 3.17
H 1.79 0.20 2.26
H 2.08 -1.15 -2.78
H 0.80 -0.02 -2.79
H 2.29 0.34 -3.83
H -2.92 2.95 -0.71
H -2.55 3.13 -2.57
H -4.19 2.57 -2.15
H -1.28 -3.63 0.62
H -2.42 -2.57 1.45
H -1.80 -2.27 -0.22
H 0.38 -0.62 4.54
H 1.35 -2.15 4.22
H 3.37 1.07 -1.61
H 2.57 -0.31 -0.79
H -2.81 0.53 -2.55
H -3.01 0.49 -0.93
H 1.04 -2.38 0.33
H -0.06 2.70 -0.18
*
```

Properties
gap between HOMO and LUMO: 7.650 eV
calculated total energy: -29479.213 eV
E_LUMO: -0.004 Ha
HOMO: -0.2848 Eh



The following is a DFT calculation (the ωB97M-V functional and the def2-TZVPD basis) of C7H21AgN3O4 as an isolated structure in a non-equilibrium geometry.

```
! wB97M-V def2-TZVPD RIJCOSX def2/J DEFGRID3
* xyz -1 1
Ag -0.76 -0.36 0.91
C -0.86 -3.48 0.86
O -1.36 -2.76 1.90
H -1.56 -3.54 -0.03
H 0.06 -3.01 0.41
H -0.68 -4.54 1.15
C -1.89 1.81 2.82
O -1.55 0.51 3.04
H -2.33 2.05 1.82
H -2.73 2.14 3.50
H -1.06 2.53 3.04
C -1.89 2.15 -2.91
C -1.47 1.12 -1.84
C -0.16 0.48 -2.27
O 0.24 -0.51 -1.40
C 1.22 -1.41 -1.91
N -1.35 1.70 -0.50
H -1.04 2.77 -3.20
H -2.59 2.85 -2.43
H -2.48 1.77 -3.74
H -2.25 0.35 -1.85
H 0.59 1.27 -2.49
H -0.36 0.08 -3.28
H 2.21 -0.96 -1.86
H 0.89 -1.79 -2.88
H 1.23 -2.22 -1.18
H -0.65 2.44 -0.62
H -2.18 2.21 -0.22
C 2.56 -0.57 1.91
O 1.39 -0.82 1.93
N 3.50 -1.45 2.42
N 3.09 0.61 1.42
H 3.17 -2.38 2.61
H 4.46 -1.15 2.41
H 4.08 0.78 1.45
H 2.51 1.32 1.03
*
```

Properties
gap between HOMO and LUMO: 4.770 eV
calculated total energy: -24256.137 eV
E_LUMO: 0.096 Ha
ΔE to the lowest compared entry with this formula, charge and spin: 0.00 kcal/mol
HOMO: -0.0791 Eh



The following is a DFT calculation (the ωB97M-V functional and the def2-TZVPD basis) of C7H21ClCoN7O18 as an isolated structure in a non-equilibrium geometry.

```
! wB97M-V def2-TZVPD RIJCOSX def2/J DEFGRID3
* xyz 1 4
Co -18.75 33.51 9.90
Cl -21.28 35.63 8.52
O -20.33 35.23 9.55
O -22.60 35.48 9.07
O -20.94 36.99 8.21
O -21.08 34.87 7.31
C -25.64 37.49 10.40
N -25.91 37.48 11.89
O -26.97 37.04 12.26
O -25.11 38.02 12.64
H -25.36 38.49 10.07
H -26.43 37.06 9.79
H -24.75 36.85 10.43
C -22.05 34.50 3.95
N -23.31 35.21 3.55
O -23.19 36.07 2.72
O -24.35 34.87 4.08
H -21.56 34.07 3.08
H -22.21 33.73 4.70
H -21.45 35.31 4.36
C -21.84 31.58 7.50
N -21.40 31.93 8.86
O -22.18 31.89 9.75
O -20.26 32.44 8.94
H -22.19 32.53 7.09
H -22.65 30.87 7.57
H -21.03 31.16 6.91
C -21.54 36.72 12.40
N -21.38 36.96 13.86
O -22.03 37.83 14.39
O -20.51 36.30 14.41
H -22.43 37.28 12.12
H -21.83 35.67 12.31
H -20.73 37.13 11.80
C -18.51 38.76 7.19
N -17.73 38.01 8.21
O -17.11 38.60 9.05
O -17.70 36.79 8.09
H -17.81 39.23 6.50
H -19.03 39.57 7.69
H -19.14 38.09 6.61
C -25.45 33.81 7.70
N -25.05 32.50 8.32
O -24.99 31.58 7.52
O -24.98 32.44 9.52
H -24.52 34.30 7.40
H -26.05 34.31 8.45
H -26.02 33.61 6.80
C -23.99 38.21 7.18
N -24.76 37.49 6.12
O -25.56 36.62 6.39
O -24.54 37.86 4.99
H -24.03 37.66 8.11
H -24.50 39.18 7.20
H -23.01 38.39 6.75
*
```

Properties
expectation value of S²: 3.756
gap between HOMO and LUMO (alpha / beta): 4.563 / 3.866 eV
calculated total energy: -104995.455 eV
E_LUMO (alpha / beta): -0.307 / -0.333 Ha
ΔE to the lowest compared entry with this formula, charge and spin: 0.00 kcal/mol
HOMO (alpha / beta): -0.4750 / -0.4750 Eh



The following is a DFT calculation (the ωB97M-V functional and the def2-TZVPD basis) of a 4-piece molecular cluster, C7H21N3 overall in a non-equilibrium geometry.

```
! wB97M-V def2-TZVPD RIJCOSX def2/J DEFGRID3
* xyz 0 1
C -0.28 -1.36 -0.39
C -1.01 -0.25 -1.21
C 0.90 -1.96 -1.17
C -1.78 -0.81 -2.41
N -1.14 -2.44 0.04
N 0.18 -0.71 0.84
N -0.04 0.77 -1.60
H -1.74 0.19 -0.51
H -1.44 -3.02 -0.74
H -1.96 -2.07 0.51
H 0.79 0.10 0.68
H 0.67 -1.37 1.43
H -0.32 1.68 -1.25
H 0.08 0.83 -2.60
H 0.56 -2.44 -2.09
H 1.63 -1.19 -1.42
H 1.38 -2.72 -0.55
H -1.10 -1.26 -3.13
H -2.31 0.01 -2.91
H -2.52 -1.54 -2.11
C 1.21 2.16 1.32
C -0.06 2.40 1.72
C 2.28 1.65 2.23
H 1.52 2.45 0.32
H -0.91 0.07 1.63
H 2.61 2.43 2.93
H -1.31 0.82 2.01
H -0.29 2.48 2.78
H -0.73 2.96 1.08
H 3.17 1.32 1.70
H 1.98 0.81 2.86
*
```

Properties
gap between HOMO and LUMO: 8.661 eV
calculated total energy: -12067.312 eV
E_LUMO: 0.035 Ha
ΔE to the lowest compared entry with this formula, charge and spin: 59.62 kcal/mol
HOMO: -0.2836 Eh



The following is a DFT calculation (the ωB97M-V functional and the def2-TZVPD basis) of a 4-piece molecular cluster, C7H22BrN2O6P overall.

```
! wB97M-V def2-TZVPD RIJCOSX def2/J DEFGRID3
* xyz 0 1
N -0.51 -2.01 1.15
P -1.21 -0.99 -0.04
O -2.45 -0.38 0.80
O -0.23 0.34 0.06
C -0.65 1.48 0.72
O -1.36 2.28 0.20
N -0.05 1.65 1.98
Br -1.18 1.38 3.43
H -1.20 -2.29 1.84
H -0.21 -2.85 0.68
H -3.14 -1.05 0.91
H 0.75 1.02 2.05
C 3.14 -1.42 0.49
C 3.60 -0.04 0.92
O 2.84 0.45 2.02
H 2.09 -1.40 0.22
H 3.71 -1.77 -0.37
H 3.27 -2.14 1.30
H 3.46 0.68 0.11
H 4.66 -0.05 1.18
H 2.96 -0.16 2.76
C 3.61 -1.11 -4.57
C 3.42 -2.29 -3.65
O 2.49 -2.01 -2.60
H 3.95 -0.24 -4.01
H 4.34 -1.33 -5.35
H 2.67 -0.83 -5.05
H 4.35 -2.55 -3.16
H 3.08 -3.17 -4.22
H 1.64 -1.79 -3.01
C -5.56 3.38 1.31
C -5.47 1.96 1.84
O -4.78 1.10 0.94
H -6.07 3.40 0.35
H -6.10 4.02 2.01
H -4.56 3.80 1.17
H -6.46 1.54 1.97
H -4.96 1.95 2.81
H -3.89 1.44 0.81
*
```

Properties
SMILES string: NP(O)OC(=O)NBr.CCO.CCO.CCO
gap between HOMO and LUMO: 9.286 eV
calculated total energy: -102212.268 eV
E_LUMO: 0.002 Ha
HOMO: -0.3388 Eh



The following is a DFT calculation (the ωB97M-V functional and the def2-TZVPD basis) of a 5-piece molecular cluster, C7H23BrN7O4 overall in a non-equilibrium geometry.

```
! wB97M-V def2-TZVPD RIJCOSX def2/J DEFGRID3
* xyz -1 1
Br -15.42 21.83 2.60
C -15.48 29.33 4.67
C -14.46 28.47 3.90
C -13.45 27.68 4.78
O -12.44 28.56 5.20
C -11.50 28.00 6.03
N -15.29 27.63 2.99
H -15.10 29.86 5.53
H -16.22 28.64 5.08
H -15.95 30.03 3.98
H -13.88 29.14 3.27
H -12.99 26.90 4.18
H -13.91 27.17 5.63
H -10.82 27.25 5.64
H -11.94 27.69 6.97
H -10.85 28.79 6.40
H -14.70 26.82 2.84
H -16.03 27.22 3.54
C -21.07 23.79 4.72
O -22.00 24.47 5.17
N -20.32 24.25 3.70
N -20.73 22.65 5.13
H -20.53 25.10 3.20
H -19.51 23.67 3.51
H -19.93 22.17 4.74
H -21.48 22.22 5.66
C -8.63 23.22 2.44
O -7.68 23.60 1.74
N -8.46 22.78 3.61
N -9.83 23.04 1.90
H -9.32 22.39 3.97
H -7.55 22.61 4.00
H -9.91 23.61 1.07
H -10.62 22.71 2.44
C -12.35 20.88 7.84
O -11.73 20.68 8.88
N -12.39 20.26 6.70
N -13.33 21.67 7.88
H -11.93 19.38 6.54
H -12.92 20.76 6.00
H -13.74 21.88 8.78
H -13.91 21.81 7.06
*
```

Properties
gap between HOMO and LUMO: 6.771 eV
calculated total energy: -96297.991 eV
E_LUMO: 0.081 Ha
ΔE to the lowest compared entry with this formula, charge and spin: 99.24 kcal/mol
HOMO: -0.1681 Eh



The following is a DFT calculation (the ωB97M-V functional and the def2-TZVPD basis) of C7H23NO3PPb as an isolated structure in a non-equilibrium geometry.

```
! wB97M-V def2-TZVPD RIJCOSX def2/J DEFGRID3
* xyz 1 1
C 0.21 1.38 -2.78
Pb 0.72 0.16 -0.08
N -0.39 -1.27 1.74
H 0.85 -1.53 -0.94
H 0.35 -1.45 2.43
H -0.41 0.55 -2.38
H 0.64 1.01 -3.71
H 1.04 1.69 -2.15
H -0.43 2.23 -2.99
H -1.18 -0.92 2.30
H -0.67 -2.19 1.41
C -0.77 4.74 0.96
C -0.91 3.74 -0.16
O -2.18 2.93 -0.19
P -1.70 1.28 -0.04
O -1.95 1.34 1.59
C -3.18 1.26 2.31
C -2.84 1.38 3.77
O -2.86 0.03 -0.22
C -3.32 -0.43 -1.49
C -3.32 -1.96 -1.76
H -0.87 4.23 1.92
H -1.50 5.55 0.89
H 0.24 5.18 0.94
H -0.70 4.16 -1.15
H -0.10 3.01 0.03
H -3.83 2.08 2.00
H -3.71 0.31 2.14
H -2.45 2.37 4.01
H -3.73 1.24 4.38
H -2.10 0.64 4.11
H -4.36 -0.06 -1.53
H -2.70 0.03 -2.28
H -3.89 -2.56 -1.02
H -3.85 -2.09 -2.72
H -2.32 -2.41 -1.93
*
```

Properties
gap between HOMO and LUMO: 8.344 eV
calculated total energy: -29794.116 eV
E_LUMO: -0.142 Ha
HOMO: -0.4488 Eh



The following is a DFT calculation (the ωB97M-V functional and the def2-TZVPD basis) of C7H24BeN12O9 as an isolated structure in a non-equilibrium geometry.

```
! wB97M-V def2-TZVPD RIJCOSX def2/J DEFGRID3
* xyz 0 1
Be -0.15 -0.63 0.09
C -0.03 -2.28 2.27
O -0.80 -1.27 2.39
O 0.75 -2.63 3.21
O 0.16 -2.77 1.09
C 3.62 0.77 -0.18
O 2.59 0.09 -0.24
N 3.63 1.94 0.46
N 4.83 0.36 -0.64
H 2.69 2.18 0.75
H 4.44 2.53 0.43
H 4.91 -0.64 -0.75
H 5.64 0.84 -0.28
C -0.05 1.73 -2.27
O -0.81 0.85 -1.92
N -0.39 2.80 -3.05
N 1.33 1.64 -2.24
H 0.26 3.56 -3.16
H -1.19 2.70 -3.65
H 1.72 0.72 -2.09
H 1.73 2.35 -2.82
C -2.28 2.11 0.82
O -1.88 1.00 0.52
N -2.37 3.19 -0.02
N -2.25 2.56 2.08
H -2.82 4.00 0.35
H -2.29 3.07 -1.02
H -2.41 3.52 2.33
H -2.38 1.84 2.78
C -3.13 -2.58 -0.03
O -2.29 -1.93 -0.61
N -4.49 -2.48 -0.15
N -2.84 -3.52 0.90
H -4.95 -3.01 0.57
H -4.81 -1.79 -0.81
H -1.84 -3.55 1.11
H -3.44 -4.07 1.48
C 0.98 1.44 2.69
O 0.94 1.18 1.49
N 1.46 2.63 3.13
N 0.67 0.62 3.74
H 1.61 3.34 2.44
H 1.73 2.80 4.09
H 0.78 0.94 4.68
H 0.27 -0.25 3.39
C 0.31 -2.80 -2.60
O 0.33 -1.77 -1.94
N 0.61 -2.78 -3.93
N 0.24 -4.04 -2.12
H 0.92 -1.96 -4.41
H 0.50 -3.63 -4.46
H 0.23 -4.82 -2.75
H 0.00 -4.08 -1.14
*
```

Properties
gap between HOMO and LUMO: 5.919 eV
calculated total energy: -44361.788 eV
E_LUMO: 0.009 Ha
HOMO: -0.2084 Eh



The following is a DFT calculation (the ωB97M-V functional and the def2-TZVPD basis) of a 5-piece molecular cluster, C7H24O7 overall in a non-equilibrium geometry.

```
! wB97M-V def2-TZVPD RIJCOSX def2/J DEFGRID3
* xyz 0 1
O -2.71 3.45 1.14
C -2.51 3.63 -0.26
C -1.71 2.45 -0.87
O -0.38 2.37 -0.44
H -2.80 4.31 1.55
H -3.44 3.69 -0.83
H -1.96 4.57 -0.30
H -1.52 2.56 -1.93
H -2.09 1.42 -0.84
H -0.36 2.54 0.51
O 3.20 0.69 1.82
C 3.87 1.08 2.94
C 3.22 2.42 3.43
O 3.12 3.40 2.38
H 2.81 1.52 1.52
H 3.81 0.32 3.73
H 4.90 1.40 2.80
H 3.84 2.78 4.25
H 2.16 2.35 3.69
H 2.70 4.17 2.76
C -1.84 -0.23 3.06
O -1.79 -1.08 1.95
H -0.85 -0.02 3.46
H -2.51 0.62 2.94
H -2.24 -0.90 3.82
H -0.94 -1.10 1.50
C 0.75 -1.42 -2.83
O 2.04 -1.36 -2.29
H 0.44 -0.44 -3.19
H 0.50 -2.27 -3.47
H 0.24 -1.42 -1.86
H 2.04 -0.63 -1.66
C -1.41 -6.84 -5.00
O -2.71 -6.51 -4.61
H -0.68 -6.03 -5.01
H -0.92 -7.35 -4.17
H -1.36 -7.36 -5.95
H -2.90 -6.80 -3.72
*
```

Properties
SMILES string: OCCO.OCCO.CO.CO.CO
gap between HOMO and LUMO: 9.975 eV
calculated total energy: -21976.238 eV
E_LUMO: 0.010 Ha
ΔE to the lowest compared entry with this formula, charge and spin: 101.42 kcal/mol
HOMO: -0.3566 Eh



The following is a DFT calculation (the ωB97M-V functional and the def2-TZVPD basis) of a 7-piece molecular cluster, C7H25NO6 overall in a non-equilibrium geometry.

```
! wB97M-V def2-TZVPD RIJCOSX def2/J DEFGRID3
* xyz 1 2
C 0.56 -2.72 0.82
C 1.42 -1.74 0.04
C 1.19 -0.30 0.43
C 0.28 0.21 1.28
C 2.38 0.89 -1.48
C 2.22 0.53 -0.15
C 3.10 1.33 0.78
N -0.77 -2.88 0.14
H 1.02 -3.71 0.73
H 0.58 -2.47 1.88
H 1.26 -1.94 -1.02
H 2.49 -1.96 0.10
H 0.26 1.28 1.32
H -0.43 -0.54 1.59
H 3.07 1.59 -1.93
H 1.92 0.24 -2.22
H 4.06 0.79 0.89
H 3.42 2.27 0.35
H 2.68 1.23 1.78
H -1.17 -1.96 -0.05
H -1.31 -3.33 0.87
H -1.61 2.78 0.83
H -2.73 3.44 0.04
O -2.53 2.66 0.56
H -2.71 -0.04 1.86
H -3.85 0.63 1.01
O -3.52 -0.19 1.37
H -0.86 1.17 -3.23
H 0.35 2.02 -2.80
O -0.40 2.00 -3.39
H -2.31 0.18 -1.84
H -1.63 0.78 -0.64
O -1.53 0.08 -1.28
H -0.26 -2.12 -2.78
H -0.24 -3.16 -1.72
O 0.17 -2.96 -2.58
H -2.20 2.22 2.46
H -1.11 1.55 3.36
O -1.25 2.16 2.63
*
```

Properties
expectation value of S²: 0.781
gap between HOMO and LUMO (alpha / beta): 8.910 / 5.130 eV
calculated total energy: -21429.178 eV
E_LUMO (alpha / beta): -0.162 / -0.299 Ha
ΔE to the lowest compared entry with this formula, charge and spin: 35.91 kcal/mol
HOMO (alpha / beta): -0.4890 / -0.4877 Eh



The following is a DFT calculation (the ωB97M-V functional and the def2-TZVPD basis) of a 7-piece molecular cluster, C7H26O7 overall in a non-equilibrium geometry.

```
! wB97M-V def2-TZVPD RIJCOSX def2/J DEFGRID3
* xyz 0 1
C 3.69 -2.49 -0.70
C 2.95 -1.34 -0.01
C 2.20 -0.44 -0.67
C 2.03 -0.57 -2.17
C 1.73 0.78 0.04
C 0.99 0.38 1.31
C 0.23 1.38 2.11
O -1.16 1.33 1.95
H 4.75 -2.07 -0.93
H 3.73 -3.40 -0.07
H 3.23 -2.80 -1.65
H 3.14 -1.16 1.06
H 0.99 -0.88 -2.45
H 2.26 0.42 -2.65
H 2.58 -1.41 -2.65
H 1.09 1.40 -0.65
H 2.72 1.33 0.24
H 0.24 -0.45 1.03
H 1.66 -0.13 2.06
H 0.52 1.28 3.16
H 0.56 2.41 1.87
H -1.40 1.60 1.03
O -0.54 3.55 -2.54
H 0.10 2.92 -2.85
H -0.30 4.43 -2.26
O -1.36 -1.12 -2.16
H -1.80 -0.27 -2.29
H -1.61 -1.73 -2.86
O -3.41 0.00 4.18
H -2.57 0.43 4.02
H -4.04 0.27 3.50
O -4.44 0.72 1.44
H -3.57 0.68 1.05
H -5.07 0.26 0.89
O -0.59 -4.38 1.14
H 0.21 -4.08 0.71
H -1.17 -3.70 1.49
O -2.85 1.88 -1.49
H -2.12 2.49 -1.62
H -3.61 2.45 -1.61
*
```

Properties
SMILES string: C/C=C(\C)CCCO.O.O.O.O.O.O
gap between HOMO and LUMO: 8.754 eV
calculated total energy: -22011.778 eV
E_LUMO: 0.000 Ha
ΔE to the lowest compared entry with this formula, charge and spin: 43.99 kcal/mol
HOMO: -0.3220 Eh



The following is a DFT calculation (the ωB97M-V functional and the def2-TZVPD basis) of a 7-piece molecular cluster, C7H27O7 overall in a non-equilibrium geometry.

```
! wB97M-V def2-TZVPD RIJCOSX def2/J DEFGRID3
* xyz -1 1
C -22.72 21.14 19.08
O -22.67 19.91 19.80
H -23.68 21.65 19.19
H -22.03 21.92 19.41
H -22.52 21.01 18.02
C -27.38 22.89 17.74
O -26.18 22.49 18.42
H -27.97 22.13 17.23
H -28.08 23.34 18.45
H -27.10 23.69 17.06
H -26.12 21.53 18.37
C -22.37 24.95 21.83
O -22.13 24.93 23.26
H -23.42 24.78 21.58
H -22.09 25.90 21.38
H -21.84 24.13 21.34
H -21.40 25.52 23.47
C -19.80 24.91 19.13
O -20.31 26.18 19.03
H -18.83 24.88 19.64
H -20.51 24.17 19.47
H -19.51 24.52 18.15
H -21.21 26.07 18.74
C -19.71 22.02 22.10
O -19.58 20.72 22.64
H -18.73 22.49 22.16
H -20.01 21.95 21.05
H -20.32 22.71 22.68
H -19.12 20.87 23.47
C -25.87 22.50 21.79
O -25.99 21.48 20.85
H -26.01 22.05 22.77
H -24.89 22.98 21.75
H -26.68 23.22 21.72
H -26.14 21.84 19.97
C -20.54 22.69 15.90
O -20.95 23.40 14.74
H -19.45 22.65 15.82
H -20.84 23.27 16.77
H -20.86 21.65 15.95
H -21.91 23.43 14.63
*
```

Properties
gap between HOMO and LUMO: 4.529 eV
calculated total energy: -22024.488 eV
E_LUMO: 0.098 Ha
ΔE to the lowest compared entry with this formula, charge and spin: 50.90 kcal/mol
HOMO: -0.0687 Eh



What is the formula in the seventh record?
C7H23NO3PPb